{"formula": "C16H48N4O8", "method": "the ωB97M-V functional and the def2-TZVPD basis", "de_lowest_ev": 0.0000, "smiles": "NC(N)=O.NC(N)=O.CC(C)O.CC(C)O.CC(C)O.CC(C)O.CO.CO", "largest_force_ev_per_a": 10.470, "e_lumo_ev": -0.3, "total_energy_ha": -1459.16436, "homo_ev": -8.757, "gap_ev": 8.5, "elements": ["N", "C", "N", "O", "H", "H", "H", "H", "N", "C", "N", "O", "H", "H", "H", "H", "C", "C", "C", "O", "H", "H", "H", "H", "H", "H", "H", "H", "C", "C", "C", "O", "H", "H", "H", "H", "H", "H", "H", "H", "C", "C", "C", "O", "H", "H", "H", "H", "H", "H", "H", "H", "C", "C", "C", "O", "H", "H", "H", "H", "H", "H", "H", "H", "C", "O", "H", "H", "H", "H", "C", "O", "H", "H", "H", "H"], "xyz": [[-2.49, 0.47, -3.99], [-2.47, 0.58, -2.72], [-3.50, 1.15, -2.20], [-1.44, 0.13, -1.92], [-1.72, -0.02, -4.37], [-3.25, 0.69, -4.66], [-3.51, 1.28, -1.15], [-4.09, 1.85, -2.68], [1.65, 0.82, 0.38], [1.62, -0.49, 0.24], [0.61, -0.94, -0.49], [2.63, -1.30, 0.78], [2.44, 1.12, 0.89], [0.86, 1.45, 0.14], [0.45, -1.95, -0.50], [-0.08, -0.33, -0.91], [1.38, -2.85, 3.86], [-0.08, -3.14, 3.78], [-0.45, -3.57, 2.37], [-0.46, -3.97, 4.64], [1.73, -2.58, 4.89], [1.68, -2.11, 3.17], [1.82, -3.83, 3.67], [-0.66, -2.27, 3.95], [-1.51, -3.80, 2.36], [0.25, -4.31, 1.92], [-0.39, -2.64, 1.79], [-0.87, -3.55, 5.37], [3.23, 0.06, -4.76], [2.61, 0.13, -3.46], [1.69, 1.38, -3.23], [1.97, -0.91, -3.08], [3.76, 0.94, -5.11], [2.47, -0.01, -5.48], [3.80, -0.85, -4.70], [3.42, 0.31, -2.70], [0.86, 1.35, -3.95], [2.27, 2.29, -3.48], [1.31, 1.43, -2.18], [1.66, -0.89, -2.16], [1.04, 2.04, 3.34], [0.07, 1.06, 4.01], [-0.88, 0.38, 2.96], [0.60, 0.16, 4.66], [2.10, 1.78, 3.41], [0.89, 3.09, 3.76], [0.75, 2.26, 2.34], [-0.61, 1.61, 4.68], [-0.28, -0.39, 2.42], [-1.35, 1.10, 2.24], [-1.78, -0.09, 3.42], [1.20, -0.33, 4.12], [0.46, 4.18, 0.30], [-0.73, 3.45, -0.37], [-0.84, 3.74, -1.87], [-0.76, 2.24, -0.06], [1.37, 3.83, -0.20], [0.47, 4.03, 1.37], [0.45, 5.30, 0.17], [-1.64, 3.88, 0.08], [-1.64, 3.20, -2.43], [0.00, 3.37, -2.43], [-1.13, 4.81, -2.00], [-0.86, 1.78, -0.85], [-2.67, -1.25, 0.49], [-3.55, -0.83, 1.52], [-1.75, -0.64, 0.44], [-3.17, -1.23, -0.48], [-2.36, -2.25, 0.64], [-3.95, 0.05, 1.30], [0.16, -3.39, -2.18], [-0.12, -3.71, -0.90], [-0.11, -4.18, -2.84], [1.25, -3.23, -2.27], [-0.26, -2.48, -2.41], [0.45, -4.48, -0.68]], "lowdin_charge": [0.204, -0.625, 0.171, -0.131, 0.121, 0.151, 0.154, 0.138, 0.179, -0.574, 0.165, -0.143, 0.101, 0.078, 0.080, 0.045, -0.036, -0.672, -0.024, 0.054, 0.102, 0.038, 0.093, 0.115, 0.080, 0.094, 0.054, 0.110, -0.047, -0.651, -0.042, -0.003, 0.091, 0.070, 0.092, 0.152, 0.074, 0.082, 0.055, 0.065, -0.030, -0.620, -0.035, 0.038, 0.089, 0.092, 0.002, 0.143, 0.074, 0.074, 0.081, 0.081, -0.021, -0.619, -0.023, -0.006, 0.082, 0.058, 0.095, 0.137, 0.071, 0.052, 0.104, 0.023, -0.168, -0.123, 0.047, 0.070, 0.055, 0.087, -0.191, -0.122, 0.083, 0.098, 0.044, 0.120]}

{"formula": "C16H48O16", "method": "the ωB97M-V functional and the def2-TZVPD basis", "de_lowest_ev": 5.3372, "smiles": "OCCO.OCCO.OCCO.OCCO.OCCO.OCCO.OCCO.OCCO", "largest_force_ev_per_a": 3.043, "e_lumo_ev": 0.0, "total_energy_ha": -1841.94688, "homo_ev": -9.734, "gap_ev": 9.7, "elements": ["O", "C", "C", "O", "H", "H", "H", "H", "H", "H", "O", "C", "C", "O", "H", "H", "H", "H", "H", "H", "O", "C", "C", "O", "H", "H", "H", "H", "H", "H", "O", "C", "C", "O", "H", "H", "H", "H", "H", "H", "O", "C", "C", "O", "H", "H", "H", "H", "H", "H", "O", "C", "C", "O", "H", "H", "H", "H", "H", "H", "O", "C", "C", "O", "H", "H", "H", "H", "H", "H", "O", "C", "C", "O", "H", "H", "H", "H", "H", "H"], "xyz": [[7.22, 21.32, 8.20], [7.95, 20.31, 8.86], [8.18, 20.71, 10.28], [6.97, 20.78, 11.04], [6.30, 21.08, 8.31], [7.45, 19.37, 8.62], [8.93, 20.25, 8.38], [8.52, 21.73, 10.43], [8.90, 19.99, 10.67], [6.27, 21.21, 10.54], [11.98, 24.25, 6.20], [12.14, 23.91, 4.83], [12.86, 25.07, 4.25], [12.17, 26.29, 4.65], [12.44, 23.61, 6.75], [12.52, 22.91, 4.65], [11.17, 23.86, 4.34], [13.02, 25.05, 3.17], [13.88, 24.96, 4.63], [12.39, 27.00, 4.04], [19.68, 11.12, 2.01], [19.08, 11.51, 3.20], [19.06, 13.14, 3.39], [17.89, 13.65, 2.79], [20.43, 10.53, 2.14], [18.02, 11.26, 3.16], [19.69, 11.15, 4.03], [19.90, 13.68, 2.96], [19.12, 13.41, 4.45], [18.19, 14.26, 2.11], [12.00, 12.31, 8.74], [12.50, 13.47, 8.04], [12.45, 13.19, 6.52], [13.44, 12.28, 6.10], [12.67, 12.11, 9.40], [11.88, 14.36, 8.15], [13.52, 13.69, 8.36], [12.48, 14.10, 5.92], [11.50, 12.69, 6.31], [14.12, 12.76, 5.63], [14.96, 18.88, 5.96], [15.73, 18.98, 7.12], [15.61, 20.32, 7.82], [14.42, 20.53, 8.66], [15.29, 18.19, 5.37], [15.61, 18.21, 7.88], [16.70, 18.91, 6.63], [15.71, 21.20, 7.18], [16.50, 20.35, 8.45], [14.72, 20.51, 9.57], [18.03, 26.25, 13.13], [17.36, 25.41, 14.01], [16.60, 26.27, 15.03], [15.86, 27.38, 14.28], [18.75, 25.72, 12.78], [16.71, 24.67, 13.53], [18.06, 24.81, 14.59], [17.22, 26.79, 15.76], [15.94, 25.57, 15.55], [15.21, 27.69, 14.91], [21.70, 19.66, 2.43], [21.22, 21.01, 2.15], [19.70, 21.15, 2.34], [19.44, 21.41, 3.70], [21.70, 19.49, 3.37], [21.80, 21.61, 2.85], [21.52, 21.40, 1.18], [19.18, 20.26, 1.98], [19.33, 22.00, 1.76], [20.03, 20.90, 4.26], [18.66, 18.25, 14.64], [17.93, 19.41, 14.39], [16.63, 18.96, 13.74], [15.57, 19.87, 13.69], [18.23, 17.65, 15.25], [17.78, 19.95, 15.32], [18.39, 20.04, 13.63], [16.12, 18.12, 14.23], [16.77, 18.39, 12.82], [14.95, 19.62, 14.38]], "lowdin_charge": [-0.063, -0.259, -0.238, -0.076, 0.077, 0.126, 0.120, 0.125, 0.120, 0.070, -0.048, -0.271, -0.244, -0.061, 0.087, 0.123, 0.114, 0.114, 0.110, 0.076, -0.066, -0.225, -0.224, -0.081, 0.086, 0.113, 0.108, 0.109, 0.098, 0.081, -0.066, -0.221, -0.259, -0.062, 0.076, 0.106, 0.114, 0.114, 0.117, 0.082, -0.062, -0.270, -0.206, -0.077, 0.085, 0.118, 0.116, 0.117, 0.110, 0.068, -0.043, -0.288, -0.162, -0.095, 0.089, 0.115, 0.112, 0.109, 0.105, 0.058, -0.084, -0.207, -0.241, -0.071, 0.068, 0.115, 0.114, 0.116, 0.117, 0.073, -0.062, -0.247, -0.287, -0.060, 0.091, 0.121, 0.125, 0.112, 0.121, 0.086]}